No. 1
{
  "formula": "H42O21",
  "method": "wB97M-V/def2-TZVPD",
  "energy_ha": -1605.009787,
  "fmax_ev_per_a": 9.91,
  "de_lowest_kj_mol": 1087.8,
  "symbols": ["O", "H", "H", "O", "H", "H", "O", "H", "H", "O", "H", "H", "O", "H", "H", "O", "H", "H", "O", "H", "H", "O", "H", "H", "O", "H", "H", "O", "H", "H", "O", "H", "H", "O", "H", "H", "O", "H", "H", "O", "H", "H", "O", "H", "H", "O", "H", "H", "O", "H", "H", "O", "H", "H", "O", "H", "H", "O", "H", "H", "O", "H", "H"],
  "positions_angstrom": [[1.5813, 3.2244, 2.3074], [2.2432, 3.5827, 1.8547], [1.7550, 2.3897, 2.3303], [1.8481, -3.3058, -3.7043], [2.3847, -2.9009, -2.9870], [1.4250, -2.5471, -4.0885], [1.3082, -0.0733, -4.3615], [1.9933, 0.5623, -4.5649], [1.4297, -0.0170, -3.2798], [4.3780, 2.1446, -0.0111], [4.4183, 1.3230, -0.5039], [3.5136, 2.2687, 0.4198], [-1.1324, 3.8117, 1.1306], [-1.6872, 3.9461, 1.9571], [-0.3270, 3.9051, 1.3848], [-2.2964, 0.2146, 4.8089], [-1.7426, -0.3568, 4.3730], [-2.0037, 1.1839, 4.7815], [-0.0888, 1.7015, 4.0175], [0.3277, 2.5776, 3.6834], [0.5974, 1.0058, 4.1372], [-2.9512, -1.4909, -2.8038], [-2.4890, -1.8620, -3.5052], [-3.6842, -1.3991, -2.3798], [2.1923, 3.6708, -0.9378], [2.5163, 4.0246, -1.7765], [1.5604, 2.8811, -1.2636], [1.7846, -0.2287, 2.6810], [0.8029, -0.5779, 2.7256], [2.3182, -0.6779, 2.0238], [0.0753, -2.2127, 2.2298], [0.8551, -2.7521, 2.2715], [-0.4177, -2.2298, 2.9707], [0.9345, -2.7912, -0.5304], [0.3526, -3.2758, -0.9082], [0.3842, -2.2772, 0.1649], [0.5824, 2.1778, -2.5596], [-0.2811, 2.3309, -2.3449], [0.5254, 1.5793, -3.1928], [-2.1497, 1.3449, -2.9028], [-2.8427, 1.7857, -2.4588], [-2.4923, 0.3910, -2.9263], [3.0929, -2.8505, 2.3208], [3.7078, -2.7922, 1.6264], [3.4541, -2.2660, 2.9919], [-1.7686, -3.2660, -4.0664], [-1.0041, -2.7916, -4.4128], [-1.2649, -3.6767, -3.3418], [-1.9835, -0.0777, 0.9950], [-2.4386, 0.5331, 0.3702], [-1.5152, -0.6982, 0.4501], [3.4732, -2.7583, -1.1680], [2.4813, -2.5062, -1.2475], [3.3683, -3.3697, -0.3168], [-3.5085, 3.7370, -1.2685], [-2.6120, 3.3711, -1.5288], [-3.3499, 4.1894, -0.4340], [-4.2516, 0.1584, 3.1833], [-4.0722, 1.0522, 3.5475], [-3.3862, -0.2251, 3.4678], [-1.6920, -2.8824, 0.0194], [-1.7500, -3.0556, 0.9484], [-2.4822, -2.8764, -0.3984]]
}

***

No. 2
{
  "formula": "C2H8N3O",
  "method": "wB97M-V/def2-TZVPD",
  "energy_ha": -320.151819,
  "fmax_ev_per_a": 4.22,
  "total_charge": 1,
  "de_lowest_kj_mol": 453.6,
  "symbols": ["C", "C", "N", "N", "N", "O", "H", "H", "H", "H", "H", "H", "H", "H"],
  "positions_angstrom": [[0.3550, -0.0206, 0.1022], [1.4288, -1.5549, -0.4873], [-0.8453, -0.2021, 0.3603], [1.1765, 1.0429, 0.2062], [-1.9090, 0.8492, 0.5804], [1.0126, -1.7966, -1.7239], [2.3266, -0.9662, -0.3836], [1.2973, -2.3753, 0.2784], [2.1449, 0.8774, -0.1379], [0.8949, 2.0693, 0.3085], [-2.3677, 1.0588, -0.3872], [-1.6476, 1.6956, 1.0785], [-2.5950, 0.3264, 1.1769], [0.2216, -2.4348, -1.7500]]
}